(1)
The following is a quantum chemistry calculation of a cluster of 2 separate species, C6H14N2O2 in total in a non-equilibrium geometry, from OMol25.

The calculation puts the LUMO energy at 0.46 eV. Its largest force on an atom is 4.94 eV/Å. The net charge is 0. The HOMO energy is -9.28 eV. The value obtained for the HOMO-LUMO gap is 0.3579 Ha. The energy above the lowest of the compared OMol25 structures with the same formula, charge and spin is 264.16 kJ/mol. Its structure (SMILES) is CNC(C)=O.CNC(C)=O.

Each line ends with the natural charge from an NBO analysis.
Atoms and positions in Å:
C -0.05631 2.35996 -0.68600  -0.431
N 0.29207 2.51915 0.65933  -0.610
C -0.26208 1.74792 1.64860  0.679
C 0.48410 2.12546 2.98932  -0.707
O -1.13357 0.86985 1.32959  -0.653
H -0.95651 1.97538 -0.90534  0.237
H 0.41594 3.18785 -1.18134  0.207
H 0.56213 1.61020 -1.17983  0.185
H 1.40535 2.79394 0.83844  0.395
H -0.27872 2.36074 3.72633  0.248
H 1.05461 1.18605 3.33935  0.236
H 1.34137 2.83610 2.77593  0.218
C -1.48618 -2.70437 -2.16093  -0.419
N -0.79363 -1.90175 -1.11695  -0.630
C 0.55108 -1.87246 -0.99603  0.676
C 1.03722 -1.03662 0.21768  -0.703
O 1.27451 -2.30729 -1.85775  -0.625
H -0.73974 -3.55299 -2.33544  0.232
H -2.46454 -3.04858 -1.69059  0.196
H -1.70480 -2.16059 -3.03956  0.193
H -1.42779 -1.25579 -0.62682  0.408
H 0.38136 -1.16311 1.05938  0.230
H 1.24385 0.08034 0.02514  0.217
H 1.94387 -1.39120 0.54721  0.222

---

(2)
The following is a quantum chemistry calculation of a cluster of 2 separate species, C6H14N2O2 in total in a non-equilibrium geometry, from OMol25.

The calculation puts the LUMO energy at 0.50 eV. Its largest force on an atom is 1.70 eV/Å. The net charge is 0. The HOMO energy is -9.68 eV. The value obtained for the HOMO-LUMO gap is 0.3742 Ha. The energy above the lowest of the compared OMol25 structures with the same formula, charge and spin is 79.01 kJ/mol. Its structure (SMILES) is CNC(C)=O.CNC(C)=O.

Each line ends with the natural charge from an NBO analysis.
Atoms and positions in Å:
C 2.64953 0.28108 -1.35129  -0.427
N 1.75594 0.53613 -0.23326  -0.625
C 1.80127 -0.22534 0.90540  0.668
C 1.05642 0.33927 2.07415  -0.724
O 2.41600 -1.27370 0.95393  -0.610
H 3.48669 0.98408 -1.34711  0.192
H 3.11212 -0.69570 -1.21634  0.247
H 2.11939 0.41667 -2.28572  0.200
H 1.38737 1.46691 -0.14445  0.383
H 0.09900 -0.15928 2.27661  0.246
H 1.60326 0.26502 3.01098  0.252
H 0.64091 1.33820 1.93096  0.201
C -2.79343 0.11362 1.18570  -0.421
N -1.82470 0.14687 0.12673  -0.628
C -1.81541 -0.79520 -0.85649  0.678
C -0.87131 -0.55304 -2.02298  -0.702
O -2.56792 -1.74797 -0.82396  -0.618
H -3.81548 0.10780 0.81688  0.213
H -2.69106 -0.77122 1.81322  0.204
H -2.76371 1.06401 1.73159  0.200
H -1.04688 0.76352 0.27366  0.387
H -0.33616 0.37923 -1.88784  0.202
H -0.15137 -1.37621 -1.99239  0.240
H -1.45047 -0.60478 -2.93800  0.242

---

(3)
The following is a quantum chemistry calculation of a cluster of 2 separate species, C6H14N2O2 in total in a non-equilibrium geometry, from OMol25.

The calculation puts the LUMO energy at 0.68 eV. Its largest force on an atom is 2.48 eV/Å. The net charge is 0. The HOMO energy is -9.67 eV. The value obtained for the HOMO-LUMO gap is 0.3802 Ha. The energy above the lowest of the compared OMol25 structures with the same formula, charge and spin is 127.56 kJ/mol. Its structure (SMILES) is CNC(C)=O.CNC(C)=O.

Each line ends with the natural charge from an NBO analysis.
Atoms and positions in Å:
C -2.03689 0.85179 -0.77456  -0.431
N -1.70640 -0.56553 -0.48963  -0.622
C -0.96232 -1.23968 -1.38911  0.666
C -0.86299 -2.74401 -1.23165  -0.716
O -0.49240 -0.71045 -2.38687  -0.633
H -1.23433 1.53366 -0.47215  0.204
H -2.05018 1.13541 -1.83927  0.231
H -3.00123 0.98779 -0.31861  0.201
H -2.09720 -0.83169 0.39655  0.408
H -0.55999 -3.05384 -0.22133  0.214
H -1.69782 -3.28933 -1.65387  0.242
H -0.01105 -3.02449 -1.84915  0.239
C 1.97052 2.54482 0.20345  -0.419
N 1.65079 1.12131 0.44462  -0.620
C 1.09166 0.77446 1.62434  0.665
C 0.78408 -0.68690 1.81165  -0.728
O 0.79228 1.60608 2.46010  -0.626
H 1.21269 3.25271 0.50293  0.223
H 2.90027 2.69538 0.76173  0.200
H 2.32904 2.58828 -0.82802  0.204
H 1.76321 0.48054 -0.32149  0.405
H 0.35817 -1.34172 1.05544  0.224
H 1.74401 -1.20724 1.87884  0.233
H 0.11609 -0.87735 2.63607  0.237

---

(4)
The following is a quantum chemistry calculation of a cluster of 2 separate species, C6H14N2O2 in total in a non-equilibrium geometry, from OMol25.

The calculation puts the LUMO energy at 0.64 eV. Its largest force on an atom is 6.23 eV/Å. The net charge is 0. The HOMO energy is -9.10 eV. The value obtained for the HOMO-LUMO gap is 0.3578 Ha. The energy above the lowest of the compared OMol25 structures with the same formula, charge and spin is 298.84 kJ/mol. Its structure (SMILES) is CNC(C)=O.CNC(C)=O.

Each line ends with the natural charge from an NBO analysis.
Atoms and positions in Å:
C -1.26388 -1.37562 -1.74278  -0.415
N -2.31028 -0.51275 -1.18465  -0.631
C -2.43092 -0.08360 0.08235  0.677
C -3.48889 1.01231 0.43520  -0.683
O -1.67482 -0.31741 0.99695  -0.632
H -0.39483 -0.75694 -2.03506  0.210
H -1.10345 -2.20926 -1.10892  0.216
H -1.65234 -1.96753 -2.67421  0.200
H -3.13984 -0.59152 -1.80511  0.399
H -3.90790 0.74592 1.30251  0.229
H -2.82355 1.96502 0.69113  0.224
H -3.98713 1.42852 -0.32914  0.207
C 2.04421 1.22088 -1.50618  -0.425
N 1.75159 0.80350 -0.03205  -0.623
C 2.37810 -0.08448 0.81042  0.642
C 1.89101 -0.24567 2.15104  -0.738
O 3.30912 -0.62948 0.32010  -0.618
H 1.13072 1.16524 -2.15597  0.197
H 2.50123 2.24874 -1.34256  0.207
H 2.75770 0.51761 -1.93144  0.229
H 1.10238 1.41895 0.26414  0.364
H 2.20479 0.69947 2.79508  0.243
H 0.82018 -0.71540 2.28253  0.276
H 2.55075 -1.07185 2.64721  0.245

---

(5)
The following is a quantum chemistry calculation of a cluster of 2 separate species, C6H14N2O2 in total in a non-equilibrium geometry, from OMol25.

The calculation puts the LUMO energy at 0.58 eV. Its largest force on an atom is 1.52 eV/Å. The net charge is 0. The HOMO energy is -9.73 eV. The value obtained for the HOMO-LUMO gap is 0.3789 Ha. The energy above the lowest of the compared OMol25 structures with the same formula, charge and spin is 100.50 kJ/mol. Its structure (SMILES) is CNC(C)=O.CNC(C)=O.

Each line ends with the natural charge from an NBO analysis.
Atoms and positions in Å:
C -0.83810 -0.88665 -2.46556  -0.412
N -0.90031 0.31510 -1.66155  -0.614
C -2.07542 0.54217 -0.99486  0.664
C -2.29316 1.67298 -0.00329  -0.723
O -3.02840 -0.19085 -1.20224  -0.618
H -0.97073 -1.80642 -1.90062  0.200
H -1.60314 -0.76788 -3.22750  0.217
H 0.10225 -0.84094 -3.00885  0.202
H -0.06100 0.58881 -1.18429  0.382
H -3.29536 1.48454 0.30812  0.250
H -2.18358 2.69756 -0.35656  0.234
H -1.68629 1.70908 0.90820  0.217
C 1.69637 -2.10115 1.87997  -0.418
N 1.15015 -0.79308 1.62502  -0.624
C 1.94132 0.18149 1.06486  0.666
C 1.23680 1.50268 0.92652  -0.700
O 3.00215 -0.10114 0.55292  -0.602
H 1.06691 -2.67451 2.55120  0.204
H 1.81615 -2.65046 0.95326  0.206
H 2.66326 -2.12346 2.37493  0.205
H 0.35702 -0.52396 2.18544  0.391
H 0.71877 1.76448 1.84393  0.218
H 1.92959 2.29349 0.66139  0.245
H 0.45198 1.45129 0.18919  0.211

---

(6)
The following is a quantum chemistry calculation of a cluster of 2 separate species, C6H14N2O2 in total in a non-equilibrium geometry, from OMol25.

The calculation puts the LUMO energy at 0.59 eV. Its largest force on an atom is 4.17 eV/Å. The net charge is 0. The HOMO energy is -9.09 eV. The value obtained for the HOMO-LUMO gap is 0.3558 Ha. The energy above the lowest of the compared OMol25 structures with the same formula, charge and spin is 234.40 kJ/mol. Its structure (SMILES) is CNC(C)=O.CNC(C)=O.

Each line ends with the natural charge from an NBO analysis.
Atoms and positions in Å:
C -1.74504 0.62997 -1.71382  -0.401
N -0.80291 1.69066 -1.56896  -0.602
C 0.55903 1.53328 -1.40341  0.657
C 1.58055 2.60964 -1.06021  -0.734
O 1.02053 0.38420 -1.62723  -0.653
H -1.65676 0.03893 -2.67263  0.210
H -1.66264 0.02440 -0.87338  0.196
H -2.70600 1.08063 -1.84670  0.206
H -1.21639 2.56861 -1.39724  0.389
H 2.07764 2.86546 -0.08536  0.265
H 2.51622 2.44588 -1.82182  0.253
H 1.26889 3.55069 -1.54774  0.219
C 1.08232 -3.22152 0.98706  -0.420
N 0.67779 -1.72334 0.90913  -0.663
C -0.08723 -1.24239 2.02604  0.656
C -1.00171 -0.06583 1.95289  -0.709
O -0.12975 -1.98072 3.00347  -0.626
H 1.98382 -3.18908 1.77449  0.210
H 0.26150 -3.79112 1.50557  0.220
H 1.38503 -3.57434 0.00148  0.209
H 0.53828 -1.26051 -0.03230  0.416
H -1.67864 -0.37569 1.12016  0.223
H -1.65555 0.10123 2.84170  0.252
H -0.60897 0.90095 1.52882  0.226

---

(7)
The following is a quantum chemistry calculation of a cluster of 2 separate species, C6H14N2O2 in total in a non-equilibrium geometry, from OMol25.

The calculation puts the LUMO energy at 0.62 eV. Its largest force on an atom is 2.16 eV/Å. The net charge is 0. The HOMO energy is -9.06 eV. The value obtained for the HOMO-LUMO gap is 0.3557 Ha. The energy above the lowest of the compared OMol25 structures with the same formula, charge and spin is 121.84 kJ/mol. Its structure (SMILES) is CNC(C)=O.CNC(C)=O.

Each line ends with the natural charge from an NBO analysis.
Atoms and positions in Å:
C -2.66135 -0.38201 -0.44218  -0.419
N -1.48585 -0.78602 -1.16835  -0.640
C -1.10258 -2.10843 -1.03071  0.678
C 0.10563 -2.57132 -1.84919  -0.717
O -1.85923 -2.84882 -0.43362  -0.626
H -2.68068 0.70896 -0.26921  0.186
H -3.52300 -0.57706 -1.09638  0.202
H -2.71237 -0.65712 0.61328  0.213
H -0.88793 -0.03383 -1.46260  0.417
H 0.28122 -3.61369 -1.60154  0.237
H 0.02234 -2.33571 -2.89834  0.233
H 0.97653 -1.93324 -1.63852  0.232
C 2.09285 -0.04514 1.91627  -0.435
N 1.59646 1.29717 1.67875  -0.634
C 0.95735 1.57060 0.47994  0.682
C 0.42972 2.95480 0.39327  -0.716
O 0.85357 0.71321 -0.37001  -0.622
H 2.67386 -0.41436 1.03085  0.200
H 2.59833 -0.09605 2.87385  0.209
H 1.33284 -0.81771 1.83387  0.218
H 2.24247 1.96691 2.06283  0.390
H -0.06612 3.24298 -0.52127  0.239
H -0.33421 3.04575 1.19910  0.242
H 1.15018 3.72011 0.69992  0.231

---

(8)
The following is a quantum chemistry calculation of a structure of composition C6H14N2O2PS2 in a non-equilibrium geometry, from OMol25.

The calculation puts the LUMO energy at -2.85 eV. Its largest force on an atom is 3.79 eV/Å. The net charge is +1. The HOMO energy is -12.80 eV. The value obtained for the HOMO-LUMO gap is 0.3656 Ha. The energy above the lowest of the compared OMol25 structures with the same formula, charge and spin is 0.00 kJ/mol.

Each line ends with the natural charge from an NBO analysis.
Atoms and positions in Å:
C 0.08690 -0.12055 2.47870  -0.215
C 1.58316 -0.33179 2.61647  -0.557
C -0.45039 -2.28066 0.34131  -0.522
C 0.66973 -0.63137 0.29097  0.184
C 0.38176 1.82245 1.01513  -0.467
C -1.45666 1.29735 -3.46755  -0.257
N 0.76927 -0.38327 -1.08732  -1.012
N -0.04200 0.38429 1.07230  -0.441
O -0.35659 -1.28283 -3.28926  -1.037
O -1.30575 0.77896 -2.14235  -0.833
P -0.60710 -0.65424 -1.97750  2.115
S 2.26826 -0.89341 1.02058  0.330
S -1.85299 -1.55638 -0.53700  -0.047
H -0.37360 -1.10188 2.24743  0.237
H -0.31547 0.56916 3.19285  0.257
H 2.00665 0.56415 2.98527  0.232
H 1.79790 -1.04188 3.40163  0.264
H 0.12515 -3.02179 -0.22090  0.241
H -0.66019 -2.60154 1.33466  0.224
H 1.30392 2.02898 1.56390  0.249
H 0.85826 2.04927 0.02487  0.264
H -0.52017 2.46875 1.13132  0.255
H -1.94169 0.60585 -4.18039  0.225
H -0.51771 1.54223 -3.84711  0.187
H -1.86160 2.29693 -3.19527  0.210
H 1.41050 -1.02782 -1.57343  0.447
H -0.99955 0.52102 0.80066  0.467